#P
DFT (wB97M-V/def2-TZVPD) results for the molecule C7H8F2O.

Bonds (Å) are listed after each position.
Positions of all 18 atoms, in Å:
1 H -1.0291 0.3472 -2.0238  C16 1.046
2 C -1.4517 0.2608 1.3282  H5 1.150, C8 1.543, H9 1.086, H11 1.070
3 C 2.5105 -0.1889 0.0726  C7 1.368, F13 1.332, C17 1.348
4 H 2.8112 -2.3518 -0.6492  C7 1.158
5 H -1.0670 -0.5893 1.9996  C2 1.150
6 F 1.2774 1.8666 0.3923  C17 1.327
7 C 2.1823 -1.4876 -0.2030  C3 1.368, H4 1.158, O14 1.362
8 C -1.1836 -0.2015 -0.1193  C2 1.543, C10 1.500, C16 1.487, H18 1.134
9 H -0.6419 0.9169 1.6321  C2 1.086
10 C 0.2835 -0.4977 -0.2230  C8 1.500, O14 1.263, C17 1.596
11 H -2.4605 0.5483 1.5371  C2 1.070
12 H -1.3142 1.7610 -1.0538  C16 1.061
13 F 3.7353 0.2945 0.2743  C3 1.332
14 O 0.8373 -1.6244 -0.3652  C7 1.362, C10 1.263
15 H -2.6844 0.8587 -1.2503  C16 1.137
16 C -1.5539 0.7394 -1.2090  H1 1.046, C8 1.487, H12 1.061, H15 1.137
17 C 1.3965 0.5564 0.2195  C3 1.348, F6 1.327, C10 1.596
18 H -1.6475 -1.2085 -0.3592  C8 1.134

The HOMO energy is -8.120 eV. Its structure (SMILES) is CC(C)c1occ(F)c1F.

#Q
DFT (wB97M-V/def2-TZVPD) results for the molecule C7H8F2O.

Bonds (Å) are listed after each position.
Positions of all 18 atoms, in Å:
1 F -1.1547 0.3701 -1.6828  C3 1.359
2 H -1.5534 2.2948 1.4162  C11 1.083
3 C -0.0316 -0.1427 -1.1140  F1 1.359, F6 1.385, C10 1.502, C12 1.555
4 C 2.9136 -0.5181 -0.8720  H9 1.088, H13 1.086, O16 1.447, H17 1.090
5 C -2.8624 0.6583 1.5376  H8 1.077, C11 1.354, H18 1.075
6 F 0.2609 -1.2335 -1.9161  C3 1.385
7 H -1.3166 -1.2170 0.2000  C12 1.099
8 H -2.9863 -0.4119 1.5455  C5 1.077
9 H 3.9286 -0.3093 -1.2027  C4 1.088
10 C 0.9898 0.9514 -0.9883  C3 1.502, O16 1.251
11 C -1.6603 1.2258 1.2795  H2 1.083, C5 1.354, C15 1.390
12 C -0.3716 -0.6669 0.3096  C3 1.555, H7 1.099, H14 1.091, C15 1.479
13 H 2.4428 -1.2488 -1.5234  C4 1.086
14 H 0.4234 -1.3557 0.5999  C12 1.091
15 C -0.4851 0.4854 1.2302  C11 1.390, C12 1.479
16 O 2.2190 0.7517 -0.8705  C4 1.447, C10 1.251
17 H 2.9352 -0.8772 0.1573  C4 1.090
18 H -3.6913 1.2435 1.8942  C5 1.075

The HOMO energy (alpha / beta) is -7.953 / -7.994 eV.

Winner for stability: #P

#P
DFT (wB97M-V/def2-TZVPD) results for the ion C5H9N2 with charge +1.

Bonds (Å) are listed after each position.
Positions of all 16 atoms, in Å:
1 H -0.9559 0.1645 1.4371  C14 1.169
2 H 1.6952 2.0209 -0.0623  N15 1.032
3 C -0.1700 1.3703 0.0761  H11 1.098, C14 1.500, N15 1.245
4 H -2.8178 0.2955 0.3337  C7 1.119
5 H 0.2300 -1.9051 0.1504  C13 0.997
6 N 2.8324 -0.4332 -0.1487  C8 1.391, H10 1.059, H16 1.017
7 C -2.1185 -0.3850 -0.2138  H4 1.119, H9 1.065, H12 1.108, C14 1.510
8 C 1.4961 -0.1215 0.0823  N6 1.391, C13 1.340, N15 1.401
9 H -2.3979 -0.4544 -1.2392  C7 1.065
10 H 3.3052 -1.3196 0.1851  N6 1.059
11 H -0.5931 2.3807 0.1570  C3 1.098
12 H -2.0943 -1.3826 0.2674  C7 1.108
13 C 0.4342 -0.9302 0.2020  H5 0.997, C8 1.340, C14 1.514
14 C -0.7524 0.0054 0.2973  H1 1.169, C3 1.500, C7 1.510, C13 1.514
15 N 1.0628 1.2086 0.0095  H2 1.032, C3 1.245, C8 1.401
16 H 3.4894 0.3152 0.0596  N6 1.017

As for the expectation value of S²: 2.016. The HOMO energy (alpha / beta) is -10.348 / -15.728 eV. As for the spin multiplicity: 3. Its total charge is +1.

#Q
DFT (wB97M-V/def2-TZVPD) results for the ion C5H9N2 with charge +1.

Bonds (Å) are listed after each position.
Positions of all 16 atoms, in Å:
1 H -2.2877 -0.2847 0.2972  C15 1.107
2 H -1.9993 1.8540 -2.5544  C7 1.083
3 H -0.8124 -0.6698 1.5340  C15 1.177
4 C 0.9953 -0.5279 -0.5807  C5 1.283, H11 1.094, N14 1.419
5 C 1.7659 -0.7631 0.4185  C4 1.283, N8 1.340, H9 1.149
6 H -1.5470 2.8932 -1.2401  C7 1.079
7 C -1.3401 1.9396 -1.7000  H2 1.083, H6 1.079, C13 1.302
8 N 1.6133 -0.2877 1.6622  C5 1.340, H12 1.028, H16 0.943
9 H 2.7538 -1.3424 0.3240  C5 1.149
10 H -1.2271 -1.8062 0.1719  C15 1.063
11 H 1.3268 -0.6850 -1.6117  C4 1.094
12 H 2.2944 -0.5802 2.3741  N8 1.028
13 C -0.7154 0.9558 -1.1202  C7 1.302, N14 1.283
14 N -0.3305 -0.0477 -0.4191  C4 1.419, C13 1.283, C15 1.533
15 C -1.3223 -0.7936 0.4808  H1 1.107, H3 1.177, H10 1.063, N14 1.533
16 H 0.8323 0.1458 1.9635  N8 0.943

As for the expectation value of S²: 2.014. The HOMO energy (alpha / beta) is -9.611 / -13.996 eV. As for the spin multiplicity: 3. Its total charge is +1.

Winner for stability: #P

#P
DFT (wB97M-V/def2-TZVPD) results for a cluster of 14 separate species, C14H56N28O14 in total.

Bonds (Å) are listed after each position.
Positions of all 112 atoms, in Å:
1 N 4.2946 0.0074 1.6143  H15 1.009, C38 1.373, H81 0.998
2 H 3.0002 -3.0467 -0.5366  N88 1.007
3 O 4.4358 2.2793 -2.3571  C87 1.237
4 N 3.4448 4.2348 -1.6995  H12 1.003, H86 0.998, C87 1.402
5 H 6.3114 -3.8533 0.1399  N103 1.004
6 C -4.9336 -1.6413 -0.9476  N25 1.402, N69 1.382, O100 1.242
7 H -0.3520 0.5811 1.6277  N78 1.015
8 O -2.9141 -2.8880 2.5715  C109 1.256
9 H 1.8683 2.6443 -0.4947  N29 0.997
10 C 0.2691 -0.0658 -0.2509  N50 1.392, O67 1.257, N78 1.378
11 H -1.7305 -0.0889 0.1238  N50 1.006
12 H 2.7258 4.6119 -1.1100  N4 1.003
13 H 1.9447 -1.2762 -2.9976  N44 1.008
14 H 0.9470 -3.3894 1.6733  N66 0.998
15 H 3.6318 -0.2426 0.8962  N1 1.009
16 C 2.3711 -2.4939 2.8923  N60 1.385, N66 1.379, O73 1.248
17 H 3.0496 -1.3705 -4.8018  N94 1.009
18 H 2.6445 1.1674 -1.1580  N29 1.013
19 H -2.1369 -2.2590 0.3825  N37 1.010
20 N -1.7959 -4.8478 2.2079  H23 0.999, H72 1.000, C109 1.394
21 N -0.5392 0.4348 -4.0202  H36 1.004, H41 1.000, C97 1.385
22 H -2.8529 2.1104 -1.3785  N48 1.001
23 H -1.1601 -5.3434 1.6180  N20 0.999
24 H 0.4816 -1.8895 2.4315  N66 1.002
25 N -5.9189 -1.4219 -1.9213  C6 1.402, H52 0.996, H82 1.004
26 H 1.7625 -1.0172 4.2704  N60 0.999
27 N 4.7764 1.6613 3.1396  C38 1.359, H71 1.000, H108 1.002
28 H -4.2136 -3.0066 -2.4314  N99 1.006
29 N 2.5354 2.1699 -1.0645  H9 0.997, H18 1.013, C87 1.369
30 O 1.1109 4.6875 2.3615  C90 1.231
31 N 1.2326 1.7711 4.2512  H33 1.027, C55 1.362, H102 0.998
32 H -4.8975 -2.3697 1.0213  N69 1.011
33 H 1.6845 1.8804 3.3360  N31 1.027
34 O 0.8194 -3.5726 -4.8141  C59 1.241
35 H 2.7534 4.1950 5.6583  N112 1.002
36 H 0.0824 1.0872 -4.4626  N21 1.004
37 N -1.8412 -3.2164 0.5087  H19 1.010, H39 0.994, C109 1.392
38 C 3.9014 1.1757 2.2199  N1 1.373, N27 1.359, O45 1.242
39 H -1.1372 -3.7681 0.0743  N37 0.994
40 H 0.6595 6.5038 0.7746  N53 1.004
41 H -0.1946 -0.4225 -3.6382  N21 1.000
42 H -1.9425 4.3341 1.5427  N62 1.008
43 H -2.2326 -5.3652 -4.3879  N85 1.002
44 N 1.1709 -1.8364 -3.3185  H13 1.008, C59 1.365, H64 1.003
45 O 2.8118 1.7088 1.9511  C38 1.242
46 H -4.3373 -4.2592 -3.6505  N99 0.998
47 H -5.0367 1.3299 2.4934  N93 0.996
48 N -2.2221 2.8569 -1.5952  H22 1.001, C89 1.369, H95 1.000
49 H -1.0073 3.2441 2.4943  N62 1.007
50 N -1.0559 -0.3382 -0.5796  C10 1.392, H11 1.006, H110 1.005
51 N -2.6671 -0.4041 -3.6788  H58 0.995, H79 1.017, C97 1.378
52 H -6.8539 -1.6539 -1.6702  N25 0.996
53 N -0.1305 5.8950 0.8907  H40 1.004, C90 1.391, H105 1.004
54 O -2.3768 1.6773 -4.6059  C97 1.235
55 C 1.5896 2.6233 5.2513  N31 1.362, O77 1.238, N112 1.384
56 O -1.7660 -2.8350 -2.5413  C96 1.249
57 H -1.0138 -4.1415 -4.3437  N85 1.015
58 H -3.5410 -0.2113 -3.2447  N51 0.995
59 C 1.4205 -2.5472 -4.4572  O34 1.241, N44 1.365, N94 1.387
60 N 2.4929 -1.3652 3.6850  C16 1.385, H26 0.999, H63 1.007
61 H 6.9556 -2.9382 -1.1688  N103 0.998
62 N -1.0730 4.1229 2.0079  H42 1.008, H49 1.007, C90 1.380
63 H 3.4577 -1.2388 3.9423  N60 1.007
64 H 0.3650 -2.0947 -2.7798  N44 1.003
65 H -4.0154 1.8763 4.2819  N84 0.999
66 N 1.1283 -2.6462 2.3136  H14 0.998, C16 1.379, H24 1.002
67 O 1.2296 -0.3854 -0.9969  C10 1.257
68 O -1.8862 1.0760 2.1650  C70 1.232
69 N -5.4517 -2.2362 0.1865  C6 1.382, H32 1.011, H91 1.000
70 C -2.9800 1.2247 2.7117  O68 1.232, N84 1.390, N93 1.371
71 H 5.5953 1.1155 3.3149  N27 1.000
72 H -2.2379 -5.1882 3.0379  N20 1.000
73 O 3.3009 -3.3001 2.6854  C16 1.248
74 H -1.1417 4.8927 -2.4152  N98 0.999
75 H 2.7206 3.8361 3.9565  N112 1.006
76 C 4.9101 -3.2709 -1.2304  O83 1.236, N88 1.371, N103 1.376
77 O 1.1057 2.5771 6.3898  C55 1.238
78 N 0.4416 0.4769 1.0035  H7 1.015, C10 1.378, H107 1.017
79 H -2.3080 -1.2961 -3.3462  N51 1.017
80 H 2.9623 -2.8075 -5.7540  N94 1.001
81 H 4.9781 -0.6092 1.9995  N1 0.998
82 H -5.6665 -0.7402 -2.6139  N25 1.004
83 O 4.6817 -2.8152 -2.3568  C76 1.236
84 N -3.1027 1.9608 3.8841  H65 0.999, C70 1.390, H101 1.001
85 N -1.9441 -4.4547 -4.0859  H43 1.002, H57 1.015, C96 1.367
86 H 4.2179 4.8195 -1.9377  N4 0.998
87 C 3.5457 2.8368 -1.7028  O3 1.237, N4 1.402, N29 1.369
88 N 3.8902 -3.4736 -0.3364  H2 1.007, C76 1.371, H106 1.005
89 C -2.6496 4.1097 -1.2474  N48 1.369, N98 1.379, O104 1.247
90 C 0.1009 4.7606 1.6615  O30 1.231, N53 1.391, N62 1.380
91 H -6.3796 -2.6061 0.2235  N69 1.000
92 H -4.1998 0.5663 1.2143  N93 1.005
93 N -4.1954 0.9178 2.1554  H47 0.996, C70 1.371, H92 1.005
94 N 2.4952 -2.1059 -5.2145  H17 1.009, C59 1.387, H80 1.001
95 H -1.3452 2.7253 -2.0568  N48 1.000
96 C -2.4664 -3.7378 -3.0456  O56 1.249, N85 1.367, N99 1.388
97 C -1.9002 0.6085 -4.2127  N21 1.385, N51 1.378, O54 1.235
98 N -1.8884 5.1226 -1.7928  H74 0.999, C89 1.379, H111 1.004
99 N -3.8450 -3.8143 -2.9044  H28 1.006, H46 0.998, C96 1.388
100 O -3.7531 -1.2663 -1.0419  C6 1.242
101 H -2.3784 2.4268 4.3935  N84 1.001
102 H 0.6040 1.0156 4.4254  N31 0.998
103 N 6.1948 -3.4476 -0.7707  H5 1.004, H61 0.998, C76 1.376
104 O -3.6021 4.3297 -0.4730  C89 1.247
105 H -0.8498 5.8839 0.1909  N53 1.004
106 H 4.0893 -3.6568 0.6319  N88 1.005
107 H 1.3553 0.8526 1.2440  N78 1.017
108 H 4.5945 2.5142 3.6339  N27 1.002
109 C -2.1702 -3.5628 1.8166  O8 1.256, N20 1.394, N37 1.392
110 H -1.2604 -0.9781 -1.3265  N50 1.005
111 H -2.1989 6.0362 -1.5142  N98 1.004
112 N 2.5470 3.5620 4.9090  H35 1.002, C55 1.384, H75 1.006

The HOMO energy is -9.204 eV.

#Q
DFT (wB97M-V/def2-TZVPD) results for a cluster of 14 separate species, C14H56N28O14 in total.

Bonds (Å) are listed after each position.
Positions of all 112 atoms, in Å:
1 H 0.0169 4.1930 -1.6346  N112 1.008
2 N -0.9193 5.7404 -0.1371  H43 1.010, H57 1.028, C77 1.350
3 C 2.4125 -3.1024 3.9351  N14 1.367, N17 1.389, O58 1.216
4 C -0.5355 0.1339 5.0504  N26 1.344, N27 1.376, O35 1.237
5 H 1.5906 -0.2361 -5.1324  N76 1.005
6 H 0.0783 -1.2094 -1.4203  N53 1.003
7 N -1.7268 -3.1393 2.7388  H12 1.004, H66 1.007, C83 1.355
8 C 2.6566 2.1289 -2.0620  N44 1.337, O69 1.242, N71 1.336
9 H 1.7592 -1.6131 5.1832  N17 1.002
10 H 0.3872 1.3045 6.3976  N26 1.004
11 N 2.3978 0.5397 2.5965  C18 1.365, H21 1.006, H38 1.005
12 H -1.3570 -4.0474 2.9539  N7 1.004
13 H -3.9372 1.2366 1.4110  N31 1.002
14 N 1.3417 -2.8107 3.1364  C3 1.367, H29 1.025, H37 1.011
15 H 0.9019 -1.4125 -6.1306  N76 1.003
16 C -0.4136 0.0721 0.1387  N53 1.379, O82 1.229, N94 1.354
17 N 2.3159 -2.4456 5.1554  C3 1.389, H9 1.002, H98 1.001
18 C 3.4526 0.1312 1.8320  N11 1.365, O51 1.231, N100 1.354
19 C -0.1916 -0.9432 -4.4161  N76 1.348, O84 1.254, N99 1.325
20 H -3.7214 1.7864 -0.2233  N31 1.021
21 H 1.5277 0.0355 2.5972  N11 1.006
22 H -1.0400 -2.3293 -5.6328  N99 1.002
23 H -4.2713 -4.8530 -2.0356  N92 1.006
24 H 0.2222 -5.0875 1.7939  N105 1.007
25 H -3.8752 -4.0013 -0.6747  N92 1.018
26 N -0.0590 0.4130 6.2757  C4 1.344, H10 1.004, H67 1.007
27 N -1.0105 1.2375 4.3795  C4 1.376, H45 1.002, H46 1.014
28 H 4.3988 -3.7504 -3.7687  N86 1.007
29 H 1.4145 -3.1412 2.1688  N14 1.025
30 N -2.7288 2.8917 -3.2742  H62 1.004, C102 1.361, H108 1.004
31 N -3.5202 1.8870 0.7724  H13 1.002, H20 1.021, C75 1.336
32 H 3.1867 -0.7570 -2.6534  N93 1.006
33 O 3.1765 3.6616 2.4420  C41 1.237
34 H 4.3980 1.8121 2.4766  N100 1.006
35 O -0.5871 -0.9961 4.5498  C4 1.237
36 O -3.2102 -3.3125 -3.6663  C42 1.248
37 H 0.8241 -2.0079 3.4662  N14 1.011
38 H 2.4007 1.4457 3.0312  N11 1.005
39 H 0.7400 -1.6461 0.1375  N53 1.016
40 H -3.1697 2.5598 3.0565  N89 1.003
41 C 2.0109 3.8000 2.0507  O33 1.237, N78 1.344, N96 1.357
42 C -3.4353 -3.0652 -2.4644  O36 1.248, N49 1.372, N92 1.331
43 H -1.3886 6.5540 0.2332  N2 1.010
44 N 1.5275 1.9391 -2.7517  C8 1.337, H52 1.003, H90 1.008
45 H -0.6971 2.1662 4.5893  N27 1.002
46 H -1.2452 0.8921 3.4558  N27 1.014
47 O 0.4929 7.2315 -1.1727  C77 1.237
48 N 0.8358 -4.7208 -1.2688  C63 1.358, H80 1.031, H107 1.002
49 N -2.7994 -2.0267 -1.8321  C42 1.372, H68 1.004, H70 1.001
50 O 2.1061 -3.6350 -3.3548  C85 1.242
51 O 3.5221 -0.8787 1.1312  C18 1.231
52 H 1.2801 2.4666 -3.5684  N44 1.003
53 N 0.1389 -1.0560 -0.4311  H6 1.003, C16 1.379, H39 1.016
54 O -1.8028 3.2663 0.2723  C75 1.252
55 H -1.9675 -1.8361 -4.2242  N99 1.014
56 H 0.5433 3.0163 0.8490  N96 1.008
57 H -1.4670 4.8722 -0.0890  N2 1.028
58 O 3.2811 -3.9293 3.7320  C3 1.216
59 H 3.6791 1.3787 -0.5653  N71 1.012
60 H 0.1359 4.4083 2.5996  N78 1.000
61 H 4.8611 -2.0787 -3.3379  N86 1.002
62 H -2.0259 2.7265 -3.9720  N30 1.004
63 C 1.0291 -4.4932 0.0560  N48 1.358, O74 1.233, N105 1.361
64 H 2.0546 0.7567 -0.6006  N71 1.008
65 H 1.2892 5.0271 -2.3907  N112 1.003
66 H -1.4441 -2.3708 3.3253  N7 1.007
67 H 0.1631 -0.3682 6.8707  N26 1.007
68 H -3.1098 -1.8406 -0.8952  N49 1.004
69 O 3.4608 3.0084 -2.4104  C8 1.242
70 H -2.0887 -1.5000 -2.3002  N49 1.001
71 N 2.7379 1.4186 -0.9336  C8 1.336, H59 1.012, H64 1.008
72 H -2.6711 -1.0079 2.1249  N73 1.005
73 N -3.0918 -1.7715 1.6255  H72 1.005, C83 1.346, H88 1.005
74 O 1.8538 -3.6929 0.5019  C63 1.233
75 C -2.6146 2.8096 1.1092  N31 1.336, O54 1.252, N89 1.350
76 N 0.8573 -0.9114 -5.2628  H5 1.005, H15 1.003, C19 1.348
77 C 0.0381 6.0909 -1.0216  N2 1.350, O47 1.237, N112 1.350
78 N 1.1153 4.6008 2.6540  C41 1.344, H60 1.000, H104 1.005
79 H 2.1655 2.6654 0.3653  N96 1.016
80 H 1.3326 -4.1408 -1.9612  N48 1.031
81 H -2.7191 0.7923 -4.5394  N111 1.003
82 O -0.3669 0.3177 1.3421  C16 1.229
83 C -2.6351 -3.0329 1.7394  N7 1.355, N73 1.346, O109 1.234
84 O -0.2612 -0.1770 -3.4253  C19 1.254
85 C 2.8805 -2.6796 -3.1811  O50 1.242, N86 1.361, N93 1.336
86 N 4.1882 -2.7932 -3.5392  H28 1.007, H61 1.002, C85 1.361
87 H -0.3979 -5.9452 0.3991  N105 0.998
88 H -3.9558 -1.5838 1.1469  N73 1.005
89 N -2.5123 3.0017 2.4416  H40 1.003, C75 1.350, H97 1.003
90 H 0.8761 1.2071 -2.5143  N44 1.008
91 H 5.2484 0.7359 1.2886  N100 1.004
92 N -4.0554 -3.9386 -1.6751  H23 1.006, H25 1.018, C42 1.331
93 N 2.4828 -1.4479 -2.8496  H32 1.006, C85 1.336, H103 1.001
94 N -0.9010 0.8729 -0.8376  C16 1.354, H101 1.020, H106 1.021
95 O -4.2256 1.7999 -1.9493  C102 1.234
96 N 1.5264 3.2267 0.9206  C41 1.357, H56 1.008, H79 1.016
97 H -1.9047 3.7302 2.7667  N89 1.003
98 H 2.5988 -2.8607 6.0217  N17 1.001
99 N -1.1714 -1.7275 -4.8423  C19 1.325, H22 1.002, H55 1.014
100 N 4.4805 1.0109 1.8745  C18 1.354, H34 1.006, H91 1.004
101 H -1.3694 1.7476 -0.6028  N94 1.020
102 C -3.5539 1.8495 -2.9832  N30 1.361, O95 1.234, N111 1.337
103 H 1.6208 -1.4339 -2.3410  N93 1.001
104 H 1.4119 5.2617 3.3511  N78 1.005
105 N 0.2623 -5.3228 0.8152  H24 1.007, C63 1.361, H87 0.998
106 H -0.7975 0.7105 -1.8404  N94 1.021
107 H -0.0638 -5.1083 -1.4783  N48 1.002
108 H -2.6172 3.7036 -2.6934  N30 1.004
109 O -3.0742 -3.9925 1.0990  C83 1.234
110 H -4.0400 0.0266 -3.8487  N111 1.006
111 N -3.4598 0.8482 -3.8647  H81 1.003, C102 1.337, H110 1.006
112 N 0.5159 5.0609 -1.7525  H1 1.008, H65 1.003, C77 1.350

The HOMO energy is -8.888 eV.

Winner for stability: #Q